{"formula": "C6H12N3O", "method": "ωB97M-V/def2-TZVPD", "charge": 1, "gap_ev": 8.44, "smiles": "CN1CC[C@]2([NH3+])NC(=O)[C@H]12", "relative_energy_ev": 3.951, "species": ["C", "C", "C", "C", "C", "C", "N", "N", "N", "O", "H", "H", "H", "H", "H", "H", "H", "H", "H", "H", "H", "H"], "xyz": [[2.110, -0.251, -0.049], [-0.655, 0.838, -1.099], [-1.232, -0.563, -0.888], [0.652, -0.397, 0.515], [0.412, 1.035, -0.063], [-0.634, -2.461, 0.607], [1.824, 1.054, -0.407], [-0.223, -1.312, -0.246], [-0.086, 2.105, 0.907], [2.855, -1.110, -0.301], [-0.100, 0.974, -2.123], [-1.464, 1.667, -1.049], [-2.101, -0.473, -0.307], [-1.493, -1.011, -2.009], [0.587, -0.584, 1.604], [0.109, -3.036, 0.992], [-1.009, -2.064, 1.561], [-1.277, -3.039, 0.085], [2.197, 1.603, -1.090], [-0.923, 1.730, 1.363], [-0.225, 3.008, 0.396], [0.674, 2.285, 1.602]], "atomic_forces_ev_per_a": [[-3.62, -0.89, 0.42], [0.09, 1.97, -2.82], [-0.05, -0.34, -4.14], [-0.51, -0.47, 0.37], [0.52, -1.61, 0.65], [-0.17, 4.26, 0.67], [-1.41, 0.40, 1.91], [2.46, -0.72, 1.77], [2.05, 0.55, 0.09], [2.24, -0.29, -0.44], [-1.39, -0.43, 1.67], [1.20, -1.41, -0.24], [-1.72, -0.13, 0.74], [0.33, 0.95, 3.03], [-0.03, 0.36, -0.24], [2.94, -1.65, 0.12], [-1.02, 0.04, -0.20], [-2.31, -1.82, -1.39], [1.56, 1.71, -2.30], [0.03, 0.56, -0.04], [-0.38, -0.87, 0.61], [-0.82, -0.17, -0.25]]}


{"formula": "C2H4CsN2O4", "method": "ωB97M-V/def2-TZVPD", "charge": -1, "gap_ev": 1.95, "species": ["Cs", "C", "O", "O", "O", "C", "O", "N", "N", "H", "H", "H", "H"], "xyz": [[-17.282, -19.837, -12.435], [-17.316, -20.962, -8.971], [-16.240, -20.322, -8.650], [-17.509, -22.166, -8.542], [-18.207, -20.393, -9.733], [-14.008, -20.564, -13.685], [-14.412, -20.170, -12.610], [-14.536, -21.612, -14.387], [-12.981, -19.917, -14.346], [-15.236, -22.183, -13.949], [-14.228, -21.782, -15.324], [-12.648, -19.056, -13.954], [-12.579, -20.220, -15.213]], "atomic_forces_ev_per_a": [[-0.46, -0.20, 1.71], [1.13, -1.02, 1.16], [-0.27, 0.21, -0.55], [-0.21, 0.50, -0.46], [-0.51, 0.59, -1.67], [0.52, 0.66, -0.44], [0.05, -0.30, -0.18], [-0.02, 0.12, 0.23], [-0.11, 0.01, 0.11], [0.12, -0.10, -0.06], [-0.14, -0.28, -0.03], [-0.02, -0.07, 0.16], [-0.07, -0.13, 0.00]]}


{"formula": "C42H33ClF3MoNO4P2SSe3Te", "method": "ωB97M-V/def2-TZVPD", "spin_multiplicity": 3, "charge": 0, "gap_ev": [5.39, 6.74], "species": ["Mo", "O", "C", "C", "C", "C", "C", "C", "P", "C", "C", "C", "C", "C", "C", "C", "C", "C", "C", "C", "C", "C", "C", "C", "C", "C", "C", "P", "C", "C", "C", "C", "C", "C", "C", "C", "C", "C", "C", "C", "H", "H", "H", "H", "H", "H", "H", "H", "H", "H", "H", "H", "H", "H", "H", "H", "H", "H", "H", "H", "H", "H", "H", "H", "H", "H", "H", "H", "Se", "Se", "Te", "Se", "F", "C", "F", "F", "S", "O", "O", "O", "Cl", "C", "C", "C", "N", "C", "C", "H", "H", "H", "H", "H"], "xyz": [[9.873, 11.748, 11.544], [13.079, 12.028, 14.348], [12.870, 13.221, 14.814], [13.907, 14.119, 15.149], [13.501, 15.428, 15.559], [12.197, 15.746, 15.757], [11.192, 14.851, 15.407], [11.492, 13.567, 14.900], [10.263, 12.373, 14.306], [8.709, 13.101, 14.901], [7.848, 12.364, 15.730], [6.678, 12.908, 16.292], [6.429, 14.260, 16.171], [7.212, 15.026, 15.351], [8.246, 14.402, 14.631], [10.344, 11.008, 15.643], [9.829, 9.779, 15.342], [9.508, 8.892, 16.366], [9.748, 9.166, 17.688], [10.202, 10.436, 18.018], [10.416, 11.382, 16.976], [14.261, 11.361, 14.637], [14.543, 11.297, 15.962], [15.549, 10.430, 16.369], [16.245, 9.698, 15.475], [16.057, 9.874, 14.079], [15.042, 10.717, 13.611], [14.676, 10.916, 11.818], [15.830, 9.686, 10.993], [15.212, 8.866, 10.092], [15.976, 8.114, 9.252], [17.370, 8.055, 9.359], [17.983, 8.828, 10.338], [17.191, 9.666, 11.087], [15.481, 12.527, 11.519], [16.443, 13.094, 12.388], [17.071, 14.300, 12.010], [16.680, 14.949, 10.854], [15.727, 14.372, 9.995], [15.167, 13.176, 10.306], [14.949, 13.922, 15.195], [14.337, 16.059, 15.870], [11.846, 16.594, 16.265], [10.208, 15.027, 15.708], [8.020, 11.313, 16.043], [6.088, 12.319, 16.978], [5.734, 14.719, 16.813], [7.144, 16.110, 15.260], [8.895, 15.073, 14.004], [9.601, 9.466, 14.336], [8.972, 7.986, 16.058], [9.475, 8.547, 18.515], [10.393, 10.726, 19.045], [10.760, 12.447, 17.223], [13.915, 11.847, 16.632], [15.721, 10.292, 17.408], [16.932, 8.898, 15.669], [16.656, 9.204, 13.427], [14.183, 8.946, 9.942], [15.513, 7.560, 8.459], [17.949, 7.503, 8.593], [19.059, 8.834, 10.504], [17.807, 10.334, 11.731], [16.715, 12.624, 13.307], [17.798, 14.716, 12.724], [17.159, 15.930, 10.702], [15.404, 14.891, 9.076], [14.416, 12.717, 9.657], [8.919, 14.009, 10.945], [6.746, 13.340, 10.172], [5.915, 12.460, 12.355], [7.701, 10.587, 12.504], [11.773, 13.318, 8.078], [10.964, 12.545, 7.399], [9.740, 13.054, 7.398], [11.345, 12.402, 6.136], [10.945, 10.941, 8.268], [10.232, 10.109, 7.309], [12.258, 10.598, 8.684], [10.005, 11.305, 9.474], [12.014, 12.769, 11.371], [12.403, 7.195, 12.318], [12.494, 8.240, 13.233], [11.788, 9.400, 13.040], [10.918, 9.605, 11.980], [10.741, 8.522, 11.203], [11.423, 7.320, 11.312], [12.980, 6.329, 12.364], [13.283, 8.024, 13.981], [11.926, 10.262, 13.689], [10.003, 8.586, 10.392], [11.268, 6.478, 10.653]], "atomic_forces_ev_per_a": [[0.84, -0.91, -0.24], [0.74, -2.66, -1.82], [-0.31, 2.88, 0.45], [-2.62, 1.71, 0.33], [2.28, -1.82, 0.17], [-1.34, -0.83, -0.40], [1.56, -1.81, -0.13], [1.11, 1.40, 0.07], [-0.46, -0.77, 0.45], [-1.77, 0.34, 0.63], [-0.94, -0.99, 0.63], [1.16, 0.00, -0.20], [0.37, -0.23, 0.04], [1.10, -0.20, -1.13], [1.68, 1.23, -0.33], [-0.46, 1.64, -0.91], [-0.19, -1.21, 0.27], [-0.66, -1.08, -0.97], [-0.08, 1.30, 0.43], [0.50, 1.23, -1.26], [1.53, 0.87, 1.55], [0.46, -0.30, -1.37], [0.72, -0.91, 0.04], [-0.43, 0.43, 0.98], [0.50, -0.58, -2.69], [-0.52, -0.41, 0.77], [-0.03, 0.06, 0.80], [-0.14, -0.53, 0.04], [-0.86, 1.69, 1.32], [0.57, 0.11, -0.24], [1.16, -1.13, -0.87], [-0.04, -0.06, -0.58], [0.13, -0.52, -0.63], [2.25, 0.92, 1.17], [1.04, 0.23, 0.33], [-0.51, 0.55, -1.79], [-0.55, -0.78, 1.02], [0.46, 0.55, 0.07], [0.66, 1.66, -0.54], [-0.68, -1.33, 0.78], [0.52, -0.59, -0.38], [-0.52, 0.21, -0.14], [0.10, 1.38, 0.40], [-1.30, 0.62, 0.10], [0.10, 0.89, -0.57], [-0.07, -0.20, -0.07], [-1.12, 0.50, 0.51], [-0.36, -0.34, 0.01], [-0.90, -0.83, 0.43], [0.03, 0.15, -0.11], [0.44, 0.14, 0.31], [-0.09, -0.78, 0.06], [-0.17, -0.02, -0.09], [-0.62, -1.66, -0.25], [-0.11, 0.07, 0.51], [0.13, -0.06, 0.80], [0.36, 0.01, 0.91], [-0.62, 0.90, 0.28], [-1.61, -0.03, -0.14], [-0.24, -0.22, -0.23], [-0.37, 0.21, 0.77], [-0.21, -0.03, -0.25], [-1.10, -0.24, -0.19], [0.09, -0.33, 0.44], [-0.28, 0.02, -0.63], [-0.52, -0.56, -0.46], [0.33, -0.25, 0.58], [0.22, 0.16, 0.12], [-0.51, -0.23, -0.05], [0.66, 0.15, 0.48], [0.65, -0.73, -0.12], [0.43, 1.26, -0.55], [0.71, 1.12, -0.07], [-0.56, -0.64, 0.36], [-0.20, 0.30, -0.05], [0.43, 0.13, 0.06], [-3.22, -0.78, 0.24], [0.80, 0.51, 1.39], [0.60, -0.07, 0.16], [0.98, -0.60, -0.60], [-0.93, 0.00, 0.30], [-2.63, 1.80, -1.05], [1.61, -1.47, -0.03], [-0.70, 1.26, -1.02], [0.96, -1.13, 1.29], [-0.79, 0.07, -0.99], [1.26, -0.04, 1.11], [0.94, -1.21, 0.31], [-0.84, 1.12, 0.01], [0.02, -0.35, -0.22], [0.26, 0.36, 0.35], [-0.28, 0.29, -0.27]]}


{"formula": "C3H5BrN2", "method": "ωB97M-V/def2-TZVPD", "charge": 0, "gap_ev": 9.98, "smiles": "N#C[C@@H](Br)CN", "relative_energy_ev": 0.419, "species": ["C", "C", "C", "N", "N", "Br", "H", "H", "H", "H", "H"], "xyz": [[-0.717, -1.638, -0.116], [0.861, 0.280, -0.224], [-0.814, -0.335, -0.684], [-0.449, -2.605, 0.427], [0.820, 0.890, 1.058], [-2.136, 0.888, 0.010], [1.497, -0.602, -0.409], [0.970, 1.209, -0.970], [-0.903, -0.247, -1.848], [0.507, 1.892, 0.960], [0.364, 0.267, 1.796]], "atomic_forces_ev_per_a": [[-0.82, 0.75, -0.37], [-2.79, 2.44, -1.97], [2.51, 1.82, -2.14], [0.15, -1.17, 0.53], [-0.24, -0.53, 0.46], [0.04, -0.45, 0.05], [-0.16, 0.66, 0.32], [0.25, -2.56, 1.19], [0.18, -0.69, 2.36], [0.08, -2.01, 0.83], [0.79, 1.74, -1.26]]}


Number 1: energy -475.00579 hartree. Number 2: energy -509.25334 hartree. Number 3: energy -11357.23599 hartree. Number 4: energy -2800.77313 hartree.